53
Properties=species:S:1:pos:R:3:forces:R:3:lowdin_charge:R:1 method="wB97M-V/def2-TZVPD" e_tot_ha=-1569.83406 gap_ev=3.0779 relative_energy_ev=3.810 charge=-2 mol_weight_g_mol=435.4 homo_ev=-0.18
C -0.40590 -1.43632 -3.15121 1.0 -0.8 1.6 -0.074
H -1.77116 -0.28626 -1.83354 1.5 -0.8 0.8 0.114
H 2.48834 -0.36574 0.09237 0.5 0.8 1.3 0.090
H 0.14466 0.96998 0.45707 0.5 1.2 1.1 0.059
C -5.07436 4.33042 -0.22252 -1.7 0.1 0.1 -0.462
O -5.96030 5.22763 -0.28989 0.5 -0.3 0.0 -0.100
H 3.41055 -0.65700 2.93840 -1.3 0.0 -0.5 0.090
C 0.38845 -3.96774 0.22128 -0.7 2.8 0.4 -0.081
H 3.88037 -2.72508 3.18528 0.0 -0.3 -0.9 0.074
C -1.32920 -2.16159 -0.72649 -0.2 -0.3 0.3 -0.111
O -0.58761 -0.96076 1.90179 2.8 -2.0 -0.9 0.107
H 0.26574 2.77419 0.60266 0.3 -1.5 0.9 0.069
H -0.04599 -0.29701 -1.20742 -1.1 -0.8 -0.3 0.101
C -0.21440 -2.69840 0.25497 0.9 -1.7 -0.3 -0.027
H 2.32356 1.17194 -1.38707 0.2 1.4 0.8 0.058
F -0.00381 -4.89927 -0.76131 1.0 1.2 2.1 0.007
C -0.85374 -0.95405 -1.65814 -1.0 0.1 -1.2 -0.152
C 0.65368 1.79494 1.06209 1.1 0.3 -0.5 -0.082
H -1.73098 -3.01288 -1.38577 0.8 1.1 1.0 0.114
O -1.50385 3.78271 -0.31596 0.5 -0.6 0.0 -0.053
H 3.80750 -4.27750 2.71501 0.1 0.6 -0.6 0.080
C 0.25679 -1.72961 1.42259 -1.3 0.1 0.0 -0.246
H -2.23419 -1.81245 -0.11602 1.5 -0.2 -0.6 0.132
H 0.41635 1.74942 2.17266 0.0 -0.1 -1.5 0.080
C 1.75055 -1.85507 1.89484 0.7 -0.6 0.6 -0.073
H 1.72654 0.14795 2.97967 1.0 -1.0 -1.0 0.115
H -4.90139 0.83015 0.12595 0.0 -0.1 0.1 0.082
C -5.51803 2.88307 0.02577 0.8 -1.8 0.1 -0.375
O 2.04625 -1.81679 -2.37133 -1.3 1.8 -0.6 0.027
H 4.00603 0.25769 0.90398 -1.3 0.2 0.0 0.111
O -6.68609 2.54799 0.23184 -0.3 0.6 -0.1 -0.030
C 2.87120 0.26294 0.97805 -0.6 0.1 0.2 -0.174
O 1.63601 -5.51079 1.70101 0.0 3.2 -0.8 0.041
H -0.63688 -2.54921 -3.22007 0.6 1.3 0.0 0.107
C -4.49108 1.82919 0.01161 -1.6 0.1 0.1 -0.031
C 2.37507 -3.11346 1.87823 -1.7 1.8 -0.4 -0.157
C 2.45271 -0.48310 2.35540 -0.3 -0.7 -0.9 -0.108
O -2.25605 1.06833 -0.13116 -0.3 0.0 -0.1 -0.102
C 1.16492 -1.13468 -3.25026 -1.1 1.2 -2.8 -0.425
C 2.44958 2.12367 -0.75180 -0.2 -0.3 0.5 -0.085
C -2.69029 3.43408 -0.26015 -1.3 1.9 -0.1 -0.364
H -0.99893 -0.92019 -3.97089 1.2 -0.4 1.1 0.120
H 3.47569 2.55837 -0.96888 -1.2 -0.5 0.2 0.067
H 1.62254 2.83800 -1.06217 1.2 -0.8 0.3 0.086
C -3.72108 4.47569 -0.33946 2.1 -0.3 -0.1 -0.038
H 2.60563 -1.10723 -1.97544 -0.2 -0.7 -0.6 0.092
N 3.76370 -3.31017 2.33591 -2.2 -0.8 0.9 0.065
H 2.82254 2.45210 1.49697 -0.9 -0.9 -1.0 0.128
C 1.48591 -4.32923 1.33041 0.1 -1.7 -0.5 -0.194
C -3.14332 1.97554 -0.11886 1.2 0.3 -0.1 -0.425
H -3.31206 5.46755 -0.50634 0.0 0.1 0.0 0.082
C 2.24680 1.72800 0.81276 -0.1 -0.2 -1.1 -0.369
O 1.53301 -0.30994 -4.10641 -0.1 -2.3 2.9 0.042